Record 1
DFT (wB97M-V/def2-TZVPD) results for an isolated ion of composition C3H5N2 and charge +1 in a non-equilibrium geometry.

As for the net charge: +1. As for the multiplicity: 1. As for the HOMO-LUMO gap: 7.424 eV.

Geometry as XYZ:
```
10
Properties=species:S:1:pos:R:3:forces:R:3
C -0.279309 0.728941 0.241433 -1.7 -1.0 0.1
C 0.950613 -0.138398 0.671501 1.9 -1.0 0.6
N 1.543986 -0.596819 -0.291272 -0.5 1.9 -1.0
C -1.007973 0.145730 -0.888013 -0.8 -0.6 -0.2
N -1.323072 -0.125572 0.474513 0.3 0.5 -0.1
H -0.306453 1.755850 0.561150 0.6 0.4 0.1
H 1.266249 -0.297526 1.699679 -0.5 0.6 0.5
H 2.422891 -0.314666 -0.730619 0.2 -1.3 0.2
H -1.715552 0.735680 -1.461375 -0.1 0.1 0.0
H -0.742716 -0.805501 -1.363973 0.6 0.3 -0.3
```
Positions in Å, forces in eV/Å.

***

Record 2
DFT (wB97M-V/def2-TZVPD) results for a single C6H14N2 molecule.

As for the multiplicity: 1. Its SMILES is C=C(C)[C@@H](C)N(C)N. As for the HOMO-LUMO gap: 9.667 eV.

Geometry as XYZ:
```
22
Properties=species:S:1:pos:R:3:forces:R:3
C 2.186003 0.494402 -0.538385 0.1 0.1 -0.1
C 1.317031 -0.083359 0.274853 -0.1 -0.1 0.2
C 1.634930 -1.353022 1.004059 0.1 0.0 -0.1
C -0.070861 0.446776 0.562073 0.0 0.2 0.0
C -0.334739 1.857543 0.024710 0.0 -0.4 0.2
N -1.036646 -0.561692 0.117216 -0.1 0.0 0.1
C -1.137440 -0.716234 -1.319810 -0.1 0.0 0.1
N -2.284385 -0.371758 0.755834 -0.2 0.0 0.0
H 3.162687 0.069331 -0.701917 0.2 -0.1 0.0
H 1.980740 1.406625 -1.069028 -0.1 0.2 -0.1
H 1.703320 -1.159116 2.073891 0.0 0.0 0.1
H 0.833100 -2.070881 0.849058 0.0 -0.1 0.0
H 2.576038 -1.777653 0.665083 0.1 -0.1 0.0
H -0.196044 0.472837 1.651839 0.1 0.0 -0.1
H 0.389985 2.550044 0.443447 0.0 0.1 0.0
H -1.329232 2.181266 0.324375 -0.1 0.1 0.0
H -0.265899 1.891067 -1.059513 0.0 0.1 -0.1
H -1.662560 -1.649849 -1.533656 0.0 0.1 -0.1
H -0.135328 -0.774680 -1.738342 0.0 0.0 -0.1
H -1.684519 0.105798 -1.808343 0.0 0.0 0.0
H -2.774468 -1.261956 0.765397 0.1 0.2 0.0
H -2.871714 0.304511 0.257161 0.1 -0.2 0.0
```
Positions in Å, forces in eV/Å.

***

Record 3
DFT (wB97M-V/def2-TZVPD) results for C40H44GdN7P3S as an isolated structure in a non-equilibrium geometry.

As for the net charge: +3. As for the multiplicity: 8. As for the HOMO-LUMO gap (spin up / spin down): 6.602 / 3.733 eV.

Geometry as XYZ:
```
96
Properties=species:S:1:pos:R:3:forces:R:3
Gd -0.777896 0.588533 0.845962 -0.1 -0.2 0.4
C -4.925853 4.590028 2.126498 -0.9 -1.9 0.4
N -4.156875 3.563824 1.366015 -0.1 0.2 -0.7
C -4.461872 3.221835 0.066121 0.6 -0.1 1.0
C -3.558615 2.257742 -0.272518 -1.3 0.1 -2.7
N -2.706101 2.039762 0.719703 0.9 -0.3 1.0
C -3.066297 2.837599 1.719072 -0.9 0.5 0.8
P -2.379989 2.912876 3.401264 0.0 1.3 -0.3
C -2.268869 1.170965 3.755990 1.2 -1.6 -1.0
N -1.739249 0.194705 2.963288 -0.2 -0.1 0.4
C -1.806499 -0.992890 3.656225 -0.8 1.6 1.2
C -2.376549 -0.722709 4.875104 0.1 0.1 -0.1
N -2.629316 0.623460 4.911945 -0.6 -1.1 0.1
C -3.248739 1.259880 6.046679 0.5 0.1 1.0
C -0.666354 3.268713 2.870080 1.3 0.8 -0.6
N 0.057209 2.457707 2.094170 0.0 -0.9 0.5
C 1.325179 2.949494 2.016395 0.3 0.5 -0.9
C 1.366043 4.165654 2.601715 -1.2 0.3 0.9
N 0.099478 4.382555 3.122348 0.4 -1.0 0.7
C -0.252715 5.490679 4.003604 0.3 0.3 -0.2
H -5.167634 4.173972 3.145967 0.4 0.7 -1.0
H -5.870575 4.740217 1.587555 0.3 -0.2 0.2
H -4.423043 5.521644 2.127378 0.7 0.8 0.3
H -5.223357 3.722241 -0.475556 -0.6 0.1 -0.3
H -3.536480 1.735322 -1.241521 0.2 0.3 0.7
H -1.469967 -1.946662 3.353753 0.3 -0.6 -0.7
H -2.634793 -1.347306 5.720786 0.1 0.0 -0.2
H -3.462090 0.504260 6.792633 -0.2 -0.2 -0.1
H -4.144087 1.810910 5.825806 -0.3 0.2 -0.3
H -2.501934 1.886837 6.503930 0.1 0.6 0.2
H 2.118763 2.508086 1.435436 -0.1 -0.2 0.1
H 2.148664 4.868076 2.789192 0.3 0.2 -0.1
H -1.302904 5.564860 3.919816 -1.3 0.2 0.4
H 0.123573 6.426951 3.600433 0.3 -0.1 0.0
H 0.054101 5.379652 5.049428 0.1 -0.3 -0.4
C 0.705336 -1.068369 -6.867024 0.8 0.3 0.6
S -0.318490 -2.156948 -5.827924 0.4 -0.2 -0.1
C 0.636346 -2.092323 -4.289360 0.9 0.4 -0.5
C 0.579887 -0.711977 -3.672585 -0.9 1.2 -0.6
C -0.266412 -0.590826 -2.401756 0.6 -0.8 0.3
N 0.355069 -0.801625 -1.013522 0.3 0.1 -1.5
P 1.640548 0.214453 -0.421568 0.3 0.2 -0.2
C 3.187443 -0.689943 -0.294787 -0.3 0.4 0.3
C 3.725862 -1.435072 -1.341770 -1.1 0.6 -0.2
C 4.838608 -2.205253 -1.144920 -0.1 -0.4 -0.8
C 5.444554 -2.214367 0.080686 0.0 0.9 0.3
C 4.988011 -1.353594 1.062546 1.1 0.3 2.7
C 3.831752 -0.608258 0.948065 -0.3 -0.3 -1.4
C 1.854093 1.660642 -1.487005 -0.3 0.3 -0.7
C 0.854308 2.631716 -1.673127 0.3 0.4 -0.2
C 1.016815 3.707636 -2.557618 1.7 -2.8 1.1
C 2.226340 3.853130 -3.225456 0.1 0.7 -0.2
C 3.285078 3.000912 -2.980501 -0.7 -1.3 1.3
C 3.056858 1.874759 -2.143853 0.3 0.8 -0.7
P -0.056988 -2.071582 0.090694 -0.8 -0.3 0.2
C -1.564540 -2.835398 -0.615120 0.0 0.6 -0.2
C -2.796352 -2.154585 -0.734096 0.0 -1.3 0.0
C -3.948145 -2.863799 -1.126217 -1.0 1.9 0.6
C -3.928708 -4.207599 -1.433309 0.7 -0.7 -0.1
C -2.701801 -4.858284 -1.314022 -0.6 -0.7 -0.3
C -1.547186 -4.174445 -0.936937 0.0 -1.8 0.3
C 1.209479 -3.335009 0.193304 0.3 -0.4 -1.7
C 1.699356 -3.720496 1.406891 0.6 -0.7 1.5
C 2.662806 -4.744335 1.515789 -1.8 1.4 -0.2
C 3.095396 -5.365225 0.391218 1.3 -0.7 0.4
C 2.722990 -4.942632 -0.849876 -1.9 1.1 -1.7
C 1.726268 -3.966640 -0.980491 0.4 0.3 1.6
H 0.183827 -0.981663 -7.795308 -0.4 0.0 -0.6
H 1.729025 -1.453684 -7.078090 -0.8 0.0 0.3
H 0.786420 -0.039166 -6.463721 0.0 -0.6 -0.1
H 1.693595 -2.352694 -4.478030 -0.5 -0.2 0.0
H 0.216102 -2.764764 -3.578046 -0.4 -1.1 0.2
H 0.004265 -0.100888 -4.446464 0.9 -0.2 1.2
H 1.584078 -0.309569 -3.565552 0.0 0.4 0.1
H -1.127411 -1.239479 -2.476406 0.0 -0.5 0.0
H -0.708500 0.364979 -2.337473 -0.3 1.5 -0.2
H 3.226029 -1.389865 -2.301201 0.1 -0.2 -0.1
H 5.211574 -2.793858 -1.967722 0.2 -0.1 0.0
H 6.336802 -2.765787 0.241026 0.6 -0.5 0.2
H 5.578321 -1.251663 2.019649 -0.7 -0.3 -1.2
H 3.390435 0.039923 1.695012 0.4 -0.2 0.4
H -0.036910 2.613669 -1.069854 -0.6 -0.1 0.1
H 0.245007 4.366228 -2.679655 -1.8 1.7 -0.4
H 2.320027 4.713012 -3.881325 0.2 -0.1 0.0
H 4.290220 3.144967 -3.328292 0.1 0.2 -0.5
H 3.833061 1.154314 -2.022249 0.6 -0.3 0.1
H -2.878312 -1.113839 -0.464825 -0.2 0.4 0.1
H -4.926827 -2.326114 -1.083419 1.0 -0.4 -0.3
H -4.808722 -4.795661 -1.732569 0.3 0.6 0.3
H -2.704496 -5.956102 -1.471484 0.4 0.9 0.0
H -0.686383 -4.824103 -0.772583 0.0 0.5 -0.1
H 1.323434 -3.322495 2.346147 0.0 0.3 -0.2
H 2.958034 -5.040196 2.482161 0.4 -0.4 0.9
H 3.790732 -6.170369 0.509765 0.3 -0.4 -0.2
H 3.080773 -5.379283 -1.766788 0.3 -0.3 0.0
H 1.346864 -3.609987 -1.913748 0.1 -0.2 -0.7
```
Positions in Å, forces in eV/Å.

***

Record 4
DFT (wB97M-V/def2-TZVPD) results for a 2-piece molecular cluster, C2H6BrP overall in a non-equilibrium geometry.

As for the multiplicity: 1. As for the HOMO-LUMO gap (spin up / spin down): 9.234 / 4.000 eV.

Geometry as XYZ:
```
10
Properties=species:S:1:pos:R:3:forces:R:3
C -0.091900 0.359590 -0.774651 -0.3 1.7 0.3
C -0.154925 -1.050556 1.443962 1.7 -0.9 -1.3
P -0.630984 -1.280412 -0.360965 -0.4 -1.0 0.8
Br 0.759171 3.098911 -3.057980 0.0 0.0 0.0
H 0.919239 0.226826 -1.074720 1.2 0.1 -0.6
H -0.012701 0.913192 0.187126 -0.4 0.2 -1.0
H -0.640638 0.902908 -1.563107 0.2 -0.2 0.4
H -1.067721 -0.657627 1.866521 0.2 0.5 0.7
H 0.836105 -0.471022 1.512013 -1.9 -0.4 0.2
H 0.084355 -2.041810 1.821802 -0.3 -0.1 0.4
```
Positions in Å, forces in eV/Å.

***

Energy relative to the best compared isomer or geometry (same formula, charge and spin), record by record: 713.2 162.9 0.0 342.4 kJ/mol